(1)
Entry from OMol25: a molecular structure, C37H103N5O21Rb2S at a distorted geometry (the ωB97M-V functional and the def2-TZVPD basis).

Element x y z (Å)
Rb 1.4227 0.5445 -1.8992
Rb 1.7253 1.2186 3.0117
S 4.0290 2.4632 0.0723
O 3.0597 2.6196 -1.0062
O 5.1717 3.3461 -0.0755
O 3.3954 2.7778 1.2890
O 4.4334 1.0460 0.0986
C 0.3876 4.2317 -0.1614
O 0.8183 2.9295 0.2523
H -0.1663 4.6778 0.6646
H 1.2258 4.8907 -0.3875
H -0.1521 4.2502 -1.1082
H 1.7231 2.7978 -0.0402
C 3.6771 2.5480 -6.4221
O 2.2479 2.5860 -6.2787
H 3.8840 2.7392 -7.4751
H 4.1118 3.3545 -5.8317
H 4.1011 1.5874 -6.1296
H 2.0290 2.7389 -5.3566
C 5.7128 -0.5864 -2.6243
O 4.4531 0.0065 -2.2533
H 6.1788 -0.9555 -1.7107
H 5.5294 -1.3823 -3.3461
H 6.4990 0.0962 -2.9467
H 4.5667 0.4148 -1.3920
C 3.3768 -1.9288 0.3446
O 2.6896 -0.6675 0.5325
H 3.0980 -2.6980 1.0648
H 3.1483 -2.3562 -0.6317
H 4.4542 -1.7677 0.3828
H 3.3813 -0.0148 0.4014
C 2.3638 -0.7848 -5.5488
O 1.2666 -0.8441 -4.6317
H 2.0837 -0.4969 -6.5621
H 3.2177 -0.1940 -5.2172
H 2.8121 -1.7580 -5.7487
H 0.5025 -1.1448 -5.1290
C 2.0060 4.8686 -3.4683
O 1.9397 3.4487 -3.3376
H 1.7749 5.3047 -4.4402
H 1.3095 5.4090 -2.8272
H 3.0170 5.1377 -3.1626
H 2.4008 3.2436 -2.5209
C 5.5548 3.3563 -3.3604
O 6.4716 3.2178 -2.2950
H 4.6005 2.9000 -3.0971
H 5.4168 4.3928 -3.6682
H 5.9661 2.8325 -4.2233
H 5.9896 3.1773 -1.4658
C -2.7365 -4.8129 -3.3362
O -2.0573 -3.6909 -2.6670
C -2.9462 -2.7965 -1.9586
C -2.1769 -1.7391 -1.0875
N -1.4524 -0.7247 -1.8513
C -2.3683 0.3967 -2.1311
C -1.7448 1.3027 -3.1907
O -1.6311 0.5991 -4.4409
C -0.8708 1.3742 -5.3699
H -3.2290 -4.4133 -4.2227
H -3.5337 -5.2153 -2.7112
H -1.9963 -5.5630 -3.6146
H -3.5233 -3.3733 -1.2359
H -3.7486 -2.3896 -2.5739
H -1.4360 -2.3060 -0.5237
H -2.8360 -1.2300 -0.3843
H -1.2843 -1.1217 -2.7647
H -2.4546 1.0551 -1.2668
H -3.4139 0.1507 -2.3169
H -0.7874 1.7189 -2.8774
H -2.4345 2.1149 -3.4203
H -1.2584 2.3882 -5.4682
H -0.7263 0.7817 -6.2733
H 0.1526 1.6083 -5.0769
C 5.4642 -9.3526 -1.0687
O 4.5745 -8.3753 -0.5843
C 3.4445 -8.8766 0.2013
C 2.8086 -7.6776 0.8825
N 2.1781 -6.7858 -0.1079
C 1.5887 -5.5956 0.4752
C 0.8968 -4.7596 -0.5819
O 1.7669 -4.3908 -1.6201
C 1.2320 -3.4067 -2.5110
H 5.9436 -9.9988 -0.3334
H 6.2563 -8.9114 -1.6736
H 4.8977 -10.0295 -1.7082
H 3.7073 -9.5841 0.9877
H 2.7080 -9.3625 -0.4386
H 3.6320 -7.2688 1.4681
H 1.9345 -8.0241 1.4338
H 2.8634 -6.5010 -0.7931
H 2.4265 -5.0201 0.8688
H 0.8644 -5.7257 1.2793
H 0.3860 -3.9329 -0.0881
H 0.1287 -5.4060 -1.0065
H 0.6501 -2.6122 -2.0440
H 0.4952 -3.9320 -3.1187
H 2.0163 -3.0173 -3.1601
C 0.9647 -1.7201 4.8996
O 0.9956 -1.5285 3.4726
C 0.4887 -2.6230 2.6321
C -1.0254 -2.6621 2.6567
N -1.3733 -3.5808 3.7431
C -2.8134 -3.5781 3.9802
C -3.7164 -4.0105 2.7677
O -3.9142 -3.0552 1.7319
C -4.6639 -1.9101 2.0739
H -0.0518 -1.7107 5.2931
H 1.5764 -0.9495 5.3687
H 1.4955 -2.6308 5.1768
H 1.0737 -3.5359 2.7442
H 0.6683 -2.3611 1.5894
H -1.3552 -3.0113 1.6782
H -1.4356 -1.6688 2.8393
H -0.8982 -3.3442 4.6024
H -3.1436 -2.6048 4.3429
H -3.0005 -4.2928 4.7816
H -4.6678 -4.4454 3.0742
H -3.1616 -4.8209 2.2950
H -3.9779 -1.2276 2.5755
H -5.5248 -2.1113 2.7115
H -5.0450 -1.3605 1.2132
C -1.7070 3.6318 9.2842
O -1.4265 3.0029 8.0583
C -0.1610 3.3097 7.4894
C 0.2814 2.3093 6.4231
N -0.3185 2.4390 5.0649
C -1.5338 1.5869 5.0516
C -2.2508 1.6004 3.6559
O -1.3132 1.1030 2.7128
C -1.6979 1.1476 1.3603
H -2.7743 3.6212 9.5054
H -1.3337 4.6549 9.3291
H -1.1859 3.0490 10.0437
H 0.6018 3.2732 8.2673
H -0.1428 4.2963 7.0265
H 0.3182 1.2804 6.7811
H 1.3539 2.4453 6.2845
H -0.6599 3.3456 4.7794
H -2.2435 1.8777 5.8262
H -1.1655 0.5836 5.2657
H -2.5390 2.6249 3.4204
H -3.1527 0.9952 3.7471
H -1.5315 2.1296 0.9176
H -2.6834 0.7217 1.1721
H -0.9832 0.4287 0.9595
C -7.1860 3.2656 1.7173
O -5.8688 3.5432 1.2594
C -5.3559 4.6635 2.0019
C -3.9059 4.8882 1.6338
N -3.6757 5.4348 0.3338
C -3.8177 4.5147 -0.7685
C -3.3466 5.2008 -2.1276
O -2.1651 4.5320 -2.6489
C -1.7345 4.8837 -3.9239
H -7.6953 4.1168 2.1692
H -7.1158 2.5484 2.5351
H -7.7860 2.8373 0.9145
H -5.4222 4.5349 3.0822
H -5.8628 5.6009 1.7727
H -3.2614 4.0117 1.7002
H -3.5559 5.6654 2.3132
H -2.7542 5.8480 0.3227
H -4.8410 4.1766 -0.9316
H -3.1743 3.6527 -0.5921
H -3.1987 6.2797 -2.0792
H -4.1183 5.0291 -2.8779
H -2.3691 4.5232 -4.7335
H -0.7465 4.4382 -4.0403
H -1.5645 5.9550 -4.0312

As for the charge: 0. The frontier orbital gap is 7.82 eV. The molecular weight is 1157.2 u.

(2)
Entry from OMol25: a molecular structure, CH3I2O2P at a distorted geometry (the ωB97M-V functional and the def2-TZVPD basis).

Element x y z (Å)
C -0.0894 -0.1265 -0.0331
O 4.1110 1.8210 -1.4932
O 2.3295 0.3616 0.5243
P 1.6211 -0.5462 -0.6093
I 4.3982 1.0935 0.0920
I 2.0165 -2.8104 0.2067
H 0.0308 -0.0972 0.9786
H -0.4353 0.8464 -0.4872
H -0.9068 -0.8998 -0.3496

The calculation puts the relative energy (zero: lowest compared OMol25 entry of this formula, charge and spin) at 117.6 kcal per mole. As for the charge: 0. The frontier orbital gap is 6.23 eV. The molecular weight is 331.8 u.

In order of appearance, total energy = -3771.43775; -1127.00588 Eh.